(1)
A structure of composition C36H25NO4PS2Ti. Source: the Open Molecules 2025 dataset; level of theory: ωB97M-V with the def2-TZVPD basis set.

Properties
LUMO energy = -0.1405 hartree
DFT total energy = -3729.6402 hartree
orbital gap = 7.295 eV
energy relative to the best compared isomer or geometry (same formula, charge and spin) = 0.0 kJ/mol
net charge = +1
E_HOMO = -11.1 eV

```
70
Properties=species:S:1:pos:R:3:lowdin_charge:R:1
Ti -0.073 0.756 0.591 0.617
C 5.736 2.183 -1.908 -0.065
C 5.546 2.978 -0.790 -0.064
C 4.555 2.668 0.134 -0.075
C 3.728 1.569 -0.069 -0.310
C 3.926 0.770 -1.199 -0.095
C 4.928 1.069 -2.104 -0.069
P 2.432 1.044 1.112 1.129
C 2.761 1.881 2.682 -0.350
C 2.915 1.177 3.874 -0.076
C 3.083 1.861 5.070 -0.056
C 3.090 3.247 5.089 -0.059
C 2.909 3.956 3.909 -0.061
C 2.735 3.277 2.714 -0.138
C 2.798 -0.724 1.227 -0.307
C 3.860 -1.329 1.845 -0.052
C 4.084 -2.708 1.658 -0.048
C 3.284 -3.434 0.819 -0.006
C 2.212 -2.823 0.128 -0.151
C 1.404 -3.517 -0.810 0.000
C 0.412 -2.873 -1.488 -0.042
C 0.143 -1.505 -1.244 -0.094
C 0.880 -0.789 -0.323 -0.230
C 1.950 -1.457 0.358 -0.220
H 6.518 2.420 -2.618 0.112
H 6.184 3.835 -0.618 0.112
H 4.457 3.282 1.016 0.089
H 3.302 -0.098 -1.372 0.108
H 5.078 0.432 -2.966 0.114
H 2.885 0.097 3.876 0.097
H 3.205 1.306 5.991 0.112
H 3.225 3.776 6.023 0.113
H 2.895 5.038 3.921 0.115
H 2.566 3.842 1.803 0.104
H 4.546 -0.757 2.457 0.117
H 4.913 -3.184 2.163 0.112
H 3.479 -4.488 0.657 0.121
H 1.599 -4.568 -0.989 0.123
H -0.196 -3.407 -2.206 0.118
H -0.683 -1.046 -1.772 0.085
S -1.572 1.617 -0.872 0.770
C -0.122 2.579 -1.241 -0.679
C 0.877 2.112 -2.098 -0.096
C 1.941 2.944 -2.441 -0.064
C 2.025 4.221 -1.922 -0.049
C 1.039 4.693 -1.055 -0.053
C -0.025 3.884 -0.720 -0.134
H 0.795 1.121 -2.527 0.110
H 2.706 2.585 -3.114 0.113
H 2.854 4.859 -2.198 0.117
H 1.092 5.701 -0.666 0.117
H -0.823 4.260 -0.091 0.106
O -0.464 3.508 2.592 0.210
C -0.241 2.657 1.900 -0.017
O -2.745 -2.069 -0.024 -0.254
S -2.931 -1.369 1.206 0.674
O -4.155 -0.696 1.481 -0.240
N -1.653 -0.304 1.414 -0.135
C -0.876 -0.651 2.434 -0.466
O 0.170 0.051 2.582 -0.085
C -1.296 -1.845 3.173 -0.121
C -0.711 -2.445 4.274 0.021
C -1.317 -3.586 4.781 -0.038
C -2.472 -4.101 4.197 -0.032
C -3.058 -3.496 3.089 -0.007
C -2.445 -2.366 2.596 -0.190
H 0.185 -2.032 4.717 0.128
H -0.891 -4.083 5.642 0.116
H -2.926 -4.990 4.613 0.119
H -3.954 -3.897 2.636 0.132
```

=====

(2)
A cluster of 6 separate species, C36H26BF2NO16 in total at a distorted geometry. Source: the Open Molecules 2025 dataset; level of theory: ωB97M-V with the def2-TZVPD basis set.

Properties
LUMO energy = -0.0828 hartree
structure (SMILES) = O=C1O[C@H](B(O)O)C[C@H]1N(C(=O)F)C(=O)F.O=C1C=CC(=O)C=C1.O=C1C=CC(=O)C=C1.O=C1C=CC(=O)C=C1.O=C1C=CC(=O)C=C1.O=C1C=CC(=O)C=C1
DFT total energy = -2870.4345 hartree
orbital gap = 7.893 eV
net charge = 0
E_HOMO = -10.1 eV

```
82
Properties=species:S:1:pos:R:3:lowdin_charge:R:1
O 0.431 7.115 -2.353 0.119
C -0.159 6.071 -2.692 -0.287
O -1.595 5.941 -2.610 -0.008
C -2.008 5.205 -3.793 -0.170
B -3.594 4.812 -3.970 -0.390
O -4.501 5.757 -4.610 0.098
O -4.065 3.508 -3.517 0.039
C -0.890 4.075 -4.127 -0.027
C 0.327 4.643 -3.208 -0.142
N 1.739 4.401 -3.634 0.080
C 2.379 5.575 -4.255 -0.309
O 1.871 6.357 -5.077 0.143
F 3.734 5.835 -3.848 0.052
C 1.848 3.197 -4.514 -0.306
O 1.983 2.075 -3.968 0.125
F 1.793 3.256 -5.934 0.070
H -1.873 5.976 -4.654 0.152
H -3.931 6.405 -5.097 0.101
H -4.136 2.934 -4.343 0.079
H -1.122 2.987 -3.803 0.137
H -0.752 4.144 -5.265 0.138
H 0.250 4.000 -2.243 0.141
O -0.390 3.480 -0.513 0.067
C -0.342 3.922 0.624 -0.360
C -1.572 4.264 1.366 0.030
C -1.519 4.749 2.607 0.030
C -0.227 4.963 3.293 -0.375
O -0.178 5.403 4.426 0.118
C 1.004 4.621 2.549 0.022
C 0.949 4.136 1.308 0.010
H -2.510 4.100 0.850 0.124
H -2.410 5.005 3.166 0.124
H 1.942 4.784 3.064 0.123
H 1.841 3.880 0.749 0.123
O 2.403 -2.810 2.307 0.104
C 2.408 -1.644 2.659 -0.378
C 2.583 -1.273 4.079 0.011
C 2.585 0.004 4.464 0.032
C 2.414 1.101 3.489 -0.372
O 2.419 2.268 3.843 0.095
C 2.239 0.730 2.069 0.027
C 2.237 -0.547 1.683 0.028
H 2.707 -2.087 4.779 0.099
H 2.711 0.294 5.500 0.126
H 2.115 1.545 1.367 0.104
H 2.110 -0.837 0.648 0.124
O 6.025 -7.879 5.049 0.109
C 5.742 -6.696 5.087 -0.385
C 4.667 -6.192 5.968 0.025
C 4.356 -4.896 6.007 0.025
C 5.073 -3.908 5.172 -0.371
O 4.789 -2.724 5.210 0.080
C 6.147 -4.412 4.292 0.027
C 6.459 -5.708 4.253 0.025
H 4.153 -6.928 6.573 0.124
H 3.572 -4.509 6.645 0.123
H 6.662 -3.676 3.687 0.124
H 7.243 -6.095 3.614 0.124
O -3.494 1.428 -4.564 0.077
C -3.381 0.332 -4.046 -0.335
C -3.933 0.059 -2.703 0.045
C -3.807 -1.140 -2.134 0.041
C -3.112 -2.248 -2.824 -0.354
O -3.000 -3.343 -2.304 0.092
C -2.560 -1.975 -4.167 0.035
C -2.686 -0.775 -4.736 0.035
H -4.440 0.882 -2.212 0.128
H -4.205 -1.358 -1.151 0.130
H -2.053 -2.796 -4.658 0.126
H -2.288 -0.557 -5.719 0.126
O -3.303 -9.137 -0.208 0.099
C -3.285 -7.973 0.148 -0.391
C -3.094 -7.607 1.567 0.019
C -3.076 -6.331 1.957 0.019
C -3.245 -5.229 0.986 -0.380
O -3.226 -4.065 1.342 0.098
C -3.436 -5.595 -0.434 0.022
C -3.454 -6.871 -0.823 0.026
H -2.971 -8.426 2.266 0.121
H -2.938 -6.045 2.992 0.120
H -3.559 -4.774 -1.133 0.078
H -3.592 -7.157 -1.858 0.122
```

=====

(3)
A structure of composition C36H26Br2N6ORuTe at a distorted geometry. Source: the Open Molecules 2025 dataset; level of theory: ωB97M-V with the def2-TZVPD basis set.

Properties
LUMO energy (spin up / spin down) = -0.1406 / -0.1651 hartree
multiplicity = 2
DFT total energy = -7302.0321 hartree
orbital gap (spin up / spin down) = 6.083 / 5.408 eV
energy relative to the best compared isomer or geometry (same formula, charge and spin) = 214.9 kJ/mol
net charge = +1
E_HOMO (spin up / spin down) = -9.9 / -9.9 eV

```
73
Properties=species:S:1:pos:R:3:lowdin_charge:R:1
Ru 0.022 0.176 -0.251 1.224
C -2.275 -1.267 -3.497 -0.051
C -2.173 -2.660 -3.405 -0.043
C -1.224 -3.200 -2.582 0.010
C -0.372 -2.366 -1.821 -0.331
N -0.554 -1.014 -1.844 -0.078
C -1.461 -0.505 -2.698 -0.174
N 0.642 -2.959 -1.164 0.190
C 1.441 -2.410 -0.317 -0.254
N 1.194 -1.245 0.380 -0.020
C 2.307 -0.950 1.155 -0.273
N 2.471 0.095 1.890 0.185
C 1.638 1.138 2.061 -0.306
C 2.080 2.175 2.913 0.021
C 1.270 3.243 3.186 -0.029
C -0.020 3.273 2.641 -0.037
C -0.396 2.250 1.814 -0.164
N 0.408 1.224 1.476 -0.032
C 3.272 -2.024 1.009 -0.095
C 4.513 -2.253 1.582 0.006
C 5.191 -3.402 1.210 -0.047
C 4.660 -4.293 0.277 -0.047
C 3.419 -4.074 -0.296 0.013
C 2.728 -2.939 0.093 -0.088
H -2.969 -0.800 -4.178 0.112
H -2.820 -3.295 -3.995 0.118
H -1.076 -4.266 -2.496 0.122
H -1.502 0.576 -2.736 0.092
H 3.074 2.074 3.323 0.125
H 1.611 4.046 3.825 0.120
H -0.701 4.080 2.864 0.116
H -1.389 2.238 1.378 0.089
H 4.935 -1.562 2.298 0.122
H 6.158 -3.614 1.647 0.113
H 5.232 -5.167 -0.004 0.112
H 2.990 -4.757 -1.016 0.122
C -2.496 2.706 -1.342 -0.053
C -1.114 3.258 -1.196 -0.321
C -0.956 4.658 -1.161 -0.002
C 0.270 5.206 -0.916 -0.004
C 1.381 4.355 -0.750 -0.190
C 2.675 4.804 -0.404 -0.627
Br 2.990 6.636 -0.057 0.800
C 3.714 3.919 -0.275 -0.162
C 3.506 2.564 -0.516 -0.599
Br 4.904 1.326 -0.303 0.834
C 2.248 2.034 -0.856 -0.435
O 2.054 0.780 -1.061 -0.136
C 1.159 2.968 -0.907 -0.153
N -0.083 2.439 -1.087 0.091
H -2.853 2.839 -2.365 0.105
H -3.183 3.244 -0.687 0.094
H -2.507 1.647 -1.094 -0.014
H -1.820 5.290 -1.307 0.123
H 0.391 6.276 -0.833 0.086
H 4.696 4.267 0.012 0.104
C -4.619 0.308 0.101 -0.373
Te -2.790 -0.736 0.638 1.375
C -3.329 -0.096 2.634 -0.389
C -4.789 0.259 2.596 -0.291
C -5.525 0.399 3.768 -0.031
C -6.873 0.712 3.714 -0.065
C -7.496 0.896 2.488 -0.065
C -6.769 0.765 1.317 -0.033
C -5.417 0.441 1.368 -0.290
H -5.143 -0.266 -0.661 0.066
H -4.393 1.289 -0.315 0.035
H -2.711 0.754 2.927 0.050
H -3.126 -0.906 3.332 0.064
H -5.044 0.248 4.726 0.120
H -7.438 0.800 4.632 0.111
H -8.551 1.130 2.440 0.111
H -7.246 0.916 0.357 0.120
```

=====

(4)
A cluster of 2 separate species, C36H26Br2O2 in total at a distorted geometry. Source: the Open Molecules 2025 dataset; level of theory: ωB97M-V with the def2-TZVPD basis set.

Properties
LUMO energy = -0.1037 hartree
DFT total energy = -6685.8379 hartree
orbital gap = 3.923 eV
net charge = 0
E_HOMO = -6.7 eV

```
66
Properties=species:S:1:pos:R:3:lowdin_charge:R:1
Br 6.022 1.086 -3.730 0.775
C 4.463 0.478 -2.867 -0.677
C 3.204 0.649 -3.478 -0.104
C 2.059 0.170 -2.850 -0.001
C 2.131 -0.524 -1.607 -0.200
C 0.967 -1.153 -1.051 0.036
C 0.983 -2.140 -0.067 -0.053
C 0.041 -3.161 0.014 0.041
C -0.018 -4.136 1.062 -0.199
C -1.212 -4.877 1.295 -0.001
C -1.300 -5.805 2.328 -0.106
C -0.178 -6.043 3.148 -0.674
Br -0.281 -7.341 4.517 0.759
C 1.029 -5.355 2.917 -0.104
C 1.099 -4.408 1.894 -0.003
C 3.406 -0.641 -0.988 0.011
C 4.554 -0.153 -1.615 -0.101
H 3.148 1.142 -4.443 0.104
H 1.082 0.282 -3.332 0.127
H 0.028 -0.985 -1.574 0.093
H 1.775 -2.116 0.684 0.110
H -0.708 -3.230 -0.773 0.133
H -2.075 -4.705 0.647 0.115
H -2.221 -6.356 2.511 0.105
H 1.900 -5.568 3.533 0.105
H 2.038 -3.889 1.700 0.112
H 3.481 -1.134 -0.023 0.114
H 5.527 -0.273 -1.147 0.105
C 2.628 2.946 2.094 -0.106
C 1.848 2.058 2.835 -0.092
C 0.835 1.339 2.210 -0.028
C 0.464 1.627 0.879 -0.215
C -0.792 1.157 0.315 -0.052
C -1.418 -0.111 0.743 -0.330
C -2.361 -0.816 -0.198 -0.161
C -2.368 -0.576 -1.579 -0.071
C -3.238 -1.259 -2.428 -0.068
C -4.096 -2.231 -1.900 -0.088
C -4.099 -2.488 -0.521 -0.089
C -3.216 -1.805 0.321 -0.030
O -1.185 -0.657 1.832 0.026
C -1.733 2.143 -0.229 -0.308
C -1.420 3.640 -0.256 -0.157
C -1.100 4.340 0.906 -0.031
C -1.018 5.737 0.889 -0.075
C -1.340 6.444 -0.279 -0.093
C -1.701 5.743 -1.440 -0.085
C -1.737 4.351 -1.420 -0.036
O -2.868 1.862 -0.644 0.042
C 1.321 2.467 0.123 -0.062
C 2.382 3.133 0.725 -0.088
H 3.438 3.495 2.583 0.096
H 2.010 1.925 3.905 0.100
H 0.241 0.601 2.745 0.098
H -1.682 0.150 -2.010 0.106
H -3.244 -1.018 -3.493 0.105
H -4.760 -2.791 -2.562 0.100
H -4.778 -3.236 -0.099 0.102
H -3.168 -2.038 1.387 0.118
H -0.894 3.781 1.823 0.124
H -0.723 6.274 1.788 0.100
H -1.319 7.534 -0.278 0.097
H -1.961 6.288 -2.350 0.100
H -2.029 3.797 -2.311 0.114
H 1.135 2.576 -0.947 0.115
H 3.003 3.807 0.139 0.100
```

=====

(5)
A structure of composition C36H26BrIMnN6O2S at a distorted geometry. Source: the Open Molecules 2025 dataset; level of theory: ωB97M-V with the def2-TZVPD basis set.

Properties
LUMO energy (spin up / spin down) = -0.1302 / -0.1382 hartree
multiplicity = 5
DFT total energy = -6287.2342 hartree
orbital gap (spin up / spin down) = 6.620 / 6.414 eV
energy relative to the best compared isomer or geometry (same formula, charge and spin) = 0.0 kJ/mol
net charge = +1
E_HOMO (spin up / spin down) = -10.2 / -10.2 eV

```
74
Properties=species:S:1:pos:R:3:lowdin_charge:R:1
Mn 0.126 -0.784 0.156 0.828
N -3.771 0.690 -0.285 0.153
C -4.338 1.344 0.820 -0.225
C -5.616 1.875 0.732 -0.010
C -6.179 2.528 1.817 -0.068
C -5.469 2.652 2.999 -0.070
C -4.194 2.114 3.097 -0.091
C -3.636 1.464 2.011 -0.436
S -2.003 0.804 2.152 1.042
N -1.760 -0.011 0.690 -0.309
C -2.576 0.063 -0.314 -0.335
C -2.173 -0.617 -1.555 -0.168
C -2.995 -0.730 -2.670 0.026
C -2.526 -1.354 -3.809 -0.014
C -1.239 -1.866 -3.808 -0.011
C -0.485 -1.736 -2.659 -0.066
N -0.927 -1.128 -1.560 0.046
H -4.276 0.766 -1.149 0.132
H -6.170 1.775 -0.196 0.119
H -7.176 2.939 1.737 0.112
H -5.902 3.167 3.845 0.112
H -3.624 2.202 4.014 0.112
H -4.005 -0.347 -2.659 0.117
H -3.154 -1.441 -4.685 0.124
H -0.826 -2.357 -4.677 0.121
H 0.520 -2.135 -2.618 0.118
C 5.397 -0.817 -2.311 -0.063
C 4.331 0.063 -2.208 -0.061
C 3.153 -0.338 -1.599 -0.025
C 3.026 -1.623 -1.073 -0.238
C 4.101 -2.517 -1.202 -0.016
C 5.269 -2.110 -1.815 -0.067
N 1.818 -1.991 -0.431 -0.005
N 1.750 -3.201 -0.104 0.114
C 0.577 -3.587 0.507 -0.277
C 0.434 -4.921 0.894 -0.002
C -0.737 -5.329 1.503 -0.064
C -1.757 -4.410 1.717 -0.054
C -1.608 -3.080 1.328 -0.103
C -0.445 -2.634 0.725 -0.143
H 6.319 -0.502 -2.781 0.111
H 4.412 1.067 -2.604 0.110
H 2.320 0.345 -1.540 0.082
H 3.998 -3.519 -0.817 0.105
H 6.090 -2.808 -1.906 0.111
H 1.248 -5.611 0.708 0.119
H -0.859 -6.359 1.810 0.111
H -2.675 -4.729 2.193 0.112
H -2.423 -2.389 1.519 0.096
I 4.092 6.680 -2.623 0.875
C 2.759 5.144 -2.101 -0.721
C 3.133 4.226 -1.131 -0.145
C 2.265 3.198 -0.802 -0.027
C 1.025 3.088 -1.425 -0.129
C 0.658 4.030 -2.379 -0.007
C 1.523 5.056 -2.723 -0.134
C 0.086 1.966 -1.100 -0.525
O -1.065 1.968 -1.520 0.066
O 0.596 0.995 -0.397 -0.173
H 4.090 4.312 -0.634 0.095
H 2.548 2.478 -0.049 0.097
H -0.314 3.952 -2.848 0.121
H 1.233 5.783 -3.469 0.098
Br 0.261 -1.425 6.019 0.797
C 1.051 -0.683 4.475 -0.654
C 2.132 0.179 4.564 -0.072
C 2.660 0.668 3.379 -0.019
C 2.093 0.290 2.178 -0.096
N 1.036 -0.527 2.097 0.003
C 0.531 -1.012 3.236 -0.191
H 2.547 0.457 5.522 0.118
H 3.507 1.339 3.387 0.120
H 2.495 0.646 1.239 0.097
H -0.309 -1.689 3.165 0.091
```

=====

(6)
A structure of composition C36H27AsN2O4RbS at a distorted geometry. Source: the Open Molecules 2025 dataset; level of theory: ωB97M-V with the def2-TZVPD basis set.

Properties
LUMO energy = 0.0239 hartree
DFT total energy = -4456.5579 hartree
orbital gap = 2.949 eV
energy relative to the best compared isomer or geometry (same formula, charge and spin) = 19.4 kJ/mol
net charge = -1
E_HOMO = -2.3 eV

```
72
Properties=species:S:1:pos:R:3:lowdin_charge:R:1
Rb -14.997 5.907 -13.482 0.779
O -15.500 7.905 -18.375 0.093
C -15.191 7.691 -17.034 -0.391
O -14.531 6.758 -16.624 0.113
C -15.722 8.750 -16.116 -0.168
C -16.140 9.976 -16.675 0.040
C -16.604 10.972 -15.805 -0.036
C -16.614 10.731 -14.452 0.012
C -16.148 9.458 -13.974 -0.139
N -15.719 8.506 -14.822 0.154
C -16.064 9.125 -12.505 -0.396
O -16.264 10.138 -11.595 0.107
O -15.851 7.989 -12.071 -0.029
H -15.099 7.207 -18.889 0.098
H -16.113 10.135 -17.741 0.117
H -16.944 11.906 -16.223 0.111
H -17.044 11.387 -13.731 0.102
H -16.053 11.013 -11.929 0.098
S -17.179 3.779 -14.968 0.378
C -17.298 2.039 -15.082 -0.763
C -18.489 1.302 -14.847 -0.148
C -18.512 -0.075 -14.846 -0.118
C -17.293 -0.777 -15.052 -0.129
C -16.119 -0.091 -15.261 -0.131
C -16.114 1.297 -15.291 -0.423
As -14.552 2.454 -15.364 1.287
C -13.275 0.976 -15.659 -0.417
C -12.447 0.720 -14.554 -0.109
C -11.396 -0.195 -14.627 -0.098
C -11.216 -0.896 -15.814 -0.121
C -12.078 -0.704 -16.904 -0.096
C -13.099 0.263 -16.846 -0.120
C -14.571 3.106 -17.269 -0.361
C -15.752 3.486 -17.947 -0.116
C -15.676 4.129 -19.203 -0.099
C -14.409 4.426 -19.754 -0.139
C -13.258 4.040 -19.073 -0.120
C -13.334 3.387 -17.852 -0.136
H -19.386 1.842 -14.590 0.079
H -19.488 -0.584 -14.712 0.095
H -17.269 -1.875 -15.114 0.087
H -15.158 -0.602 -15.410 0.092
H -12.647 1.258 -13.620 0.089
H -10.741 -0.301 -13.788 0.088
H -10.456 -1.680 -15.820 0.090
H -11.848 -1.276 -17.798 0.087
H -13.729 0.469 -17.698 0.101
H -16.715 3.294 -17.452 0.045
H -16.582 4.459 -19.744 0.098
H -14.304 4.969 -20.683 0.082
H -12.278 4.235 -19.497 0.092
H -12.422 2.998 -17.395 0.102
C -10.103 7.271 -13.767 -0.089
C -9.462 6.564 -12.744 -0.071
C -10.197 5.560 -12.056 -0.027
C -11.500 5.245 -12.421 -0.228
N -12.035 5.881 -13.498 0.044
C -11.416 6.873 -14.110 -0.158
C -12.340 4.309 -11.640 -0.282
C -12.013 3.974 -10.333 -0.078
C -12.875 3.193 -9.540 -0.135
C -14.031 2.684 -10.091 -0.134
C -14.344 2.952 -11.433 -0.189
C -13.544 3.834 -12.091 -0.260
H -9.644 8.097 -14.258 0.073
H -8.434 6.793 -12.492 0.091
H -9.656 5.032 -11.291 0.091
H -11.942 7.352 -14.948 0.100
H -11.091 4.432 -9.895 0.091
H -12.618 2.967 -8.507 0.080
H -14.653 2.004 -9.468 0.092
H -15.264 2.572 -11.916 0.079
```